1.
# C5H13OS2

A cluster of 2 separate species, C5H13OS2 in total (ωB97M-V/def2-TZVPD, the OMol25 dataset).

XYZ file:
```
21
Properties=species:S:1:pos:R:3:lowdin_charge:R:1
C 0.550 -0.743 0.821 -0.535
O 0.765 -0.617 -0.497 -0.355
C -0.135 -2.073 1.228 -0.287
C -1.440 -2.283 0.477 -0.144
H -0.097 0.060 1.267 0.088
H 1.460 -0.691 1.492 0.086
H -0.296 -2.085 2.316 0.084
H 0.548 -2.903 1.003 0.089
H -2.075 -3.067 0.895 0.047
H -1.184 -2.556 -0.547 0.062
H -2.028 -1.361 0.500 0.061
C -1.172 1.301 -1.441 -0.468
S -0.847 2.878 -0.579 0.357
S 1.019 3.314 -1.260 0.363
C 2.007 2.124 -0.375 -0.508
H -1.001 1.427 -2.508 0.021
H -0.483 0.549 -1.018 -0.023
H -2.221 1.040 -1.292 0.018
H 1.576 1.104 -0.454 -0.003
H 3.035 2.229 -0.726 0.020
H 2.018 2.355 0.698 0.027
```

Charge   -1
HOMO level   -3.184 eV
2S+1   1
LUMO   3.334 eV



2.
# C5H14

A cluster of 2 separate species, C5H14 in total (ωB97M-V/def2-TZVPD, the OMol25 dataset).

XYZ file:
```
19
Properties=species:S:1:pos:R:3:lowdin_charge:R:1
C 0.137 -1.014 -1.464 -0.404
C -0.894 -0.860 -2.586 -0.243
C -0.240 -2.157 -0.532 -0.306
H 0.177 -0.093 -0.893 0.064
H 1.104 -1.222 -1.921 0.074
H -0.451 -0.479 -3.517 0.044
H -1.216 -1.857 -2.914 0.050
H -0.119 -3.118 -1.051 0.039
H -1.329 -2.235 -0.399 0.038
H -1.710 -0.239 -2.223 0.036
H 0.310 -2.148 0.412 0.019
C 0.276 1.457 2.744 -0.318
C 0.724 2.473 1.685 -0.284
H 1.101 0.951 3.258 0.031
H -0.341 1.883 3.530 0.034
H -0.280 0.636 2.288 0.019
H 0.739 2.009 0.703 0.028
H 1.763 2.729 1.903 0.039
H 0.122 3.376 1.690 0.038
```

Charge   -1
HOMO level (spin up / spin down)   1.524 / -7.676 eV
2S+1   2
LUMO (spin up / spin down)   4.268 / 4.332 eV



3.
# C5H14

A cluster of 2 separate species, C5H14 in total (ωB97M-V/def2-TZVPD, the OMol25 dataset).

XYZ file:
```
19
Properties=species:S:1:pos:R:3:lowdin_charge:R:1
C -2.231 1.031 0.222 -0.297
C -1.785 1.057 1.677 -0.402
H -2.151 0.021 -0.200 0.038
H -3.305 1.254 0.194 0.036
H -1.728 1.697 -0.476 0.038
H -1.774 2.086 2.052 0.021
H -0.763 0.700 1.810 0.008
H -2.465 0.439 2.265 0.022
C 0.774 -0.723 -0.587 -0.352
C 1.746 -1.650 0.142 -0.276
C 1.597 0.207 -1.494 -0.216
H -0.004 -1.220 -1.159 0.084
H 0.333 -0.133 0.210 0.052
H 1.262 -2.150 0.982 0.021
H 2.687 -1.210 0.457 0.044
H 2.059 0.998 -0.904 0.036
H 2.355 -0.296 -2.096 0.051
H 2.017 -2.523 -0.476 0.049
H 0.927 0.743 -2.177 0.044
```

Charge   -1
HOMO level (spin up / spin down)   1.540 / -7.799 eV
2S+1   2
LUMO (spin up / spin down)   4.215 / 4.250 eV



4.
# C5H14

A cluster of 2 separate species, C5H14 in total (ωB97M-V/def2-TZVPD, the OMol25 dataset).

XYZ file:
```
19
Properties=species:S:1:pos:R:3:lowdin_charge:R:1
C 1.270 1.226 2.274 -0.291
C 1.523 1.389 0.782 -0.422
H 0.657 2.070 2.615 0.039
H 0.693 0.397 2.408 -0.005
H 2.177 1.335 2.932 0.062
H 1.955 2.409 0.585 0.021
H 0.569 1.461 0.073 0.057
H 2.034 0.579 0.467 -0.028
C -1.655 -0.847 -1.192 -0.299
C -0.507 -0.780 -2.254 -0.266
C -0.844 -1.133 0.239 -0.172
H -2.118 0.037 -1.061 0.006
H -2.389 -1.640 -1.425 0.078
H 0.312 -0.208 -1.790 0.040
H 0.076 -1.778 0.050 0.047
H -0.207 -0.181 0.702 0.056
H -0.651 -0.231 -3.102 -0.018
H -0.358 -1.830 -2.612 0.064
H -1.470 -1.551 1.067 0.032
```

Charge   -1
HOMO level (spin up / spin down)   1.533 / -7.327 eV
2S+1   2
LUMO (spin up / spin down)   4.154 / 4.209 eV



5.
# C5H14

A cluster of 2 separate species, C5H14 in total (ωB97M-V/def2-TZVPD, the OMol25 dataset).

XYZ file:
```
19
Properties=species:S:1:pos:R:3:lowdin_charge:R:1
C -0.963 0.751 -2.297 -0.128
C -1.311 0.314 -0.896 -0.307
C -1.391 -1.220 -0.807 -0.112
H -1.778 0.658 -3.014 0.072
H -0.202 0.049 -2.663 0.070
H -0.449 1.702 -2.428 0.067
H -0.511 0.563 -0.201 0.046
H -2.132 0.848 -0.414 0.102
H -1.293 -1.666 -1.793 0.063
H -0.623 -1.684 -0.178 0.058
H -2.266 -1.611 -0.284 0.064
C 1.634 0.751 1.335 -0.155
C 1.443 -0.379 2.327 -0.172
H 2.286 1.502 1.759 0.061
H 2.345 0.342 0.609 0.073
H 0.750 1.204 0.920 0.035
H 2.433 -0.713 2.669 0.067
H 1.039 -0.128 3.313 0.064
H 0.989 -1.284 2.042 0.034
```

Charge   0
SMILES string   CCC.CC
HOMO level   -10.864 eV
2S+1   1
LUMO   1.137 eV



6.
# C5H14

A cluster of 2 separate species, C5H14 in total (ωB97M-V/def2-TZVPD, the OMol25 dataset).

XYZ file:
```
19
Properties=species:S:1:pos:R:3:lowdin_charge:R:1
C -1.688 1.503 -0.646 -0.124
C -1.557 0.041 -0.199 -0.331
C -2.789 -0.832 -0.483 -0.121
H -2.360 2.067 0.002 0.068
H -2.010 1.548 -1.686 0.069
H -0.720 1.999 -0.565 0.058
H -0.705 -0.386 -0.728 0.083
H -1.367 0.057 0.876 0.096
H -2.876 -1.043 -1.548 0.068
H -2.694 -1.761 0.075 0.064
H -3.686 -0.299 -0.163 0.068
C 2.089 -0.348 0.412 -0.189
C 3.545 -0.387 0.855 -0.170
H 1.425 -0.760 1.175 0.061
H 1.736 0.665 0.211 0.057
H 1.913 -0.924 -0.498 0.061
H 4.186 0.051 0.091 0.061
H 3.870 -1.402 1.065 0.060
H 3.689 0.211 1.753 0.060
```

Charge   0
SMILES string   CCC.CC
HOMO level   -11.484 eV
2S+1   1
LUMO   1.089 eV



Energy relative to the best compared isomer or geometry (same formula, charge and spin) / kJ/mol: 4.9, 28.7, 19.3, 187.3, 76.3, 5.8
E_tot / eV: -29113.977, -5410.211, -5410.309, -5408.568, -5411.259, -5411.989